74
Properties=species:S:1:pos:R:3:forces:R:3 method="wB97M-V/def2-TZVPD" s_squared=3.760 charge=-1 orbital_gap_ev="4.80 / 5.70" e_lumo_ev="2.224 / 2.224" multiplicity=4
O -0.0459 2.0100 -4.0286 0.8 2.6 -2.4
C 0.3145 2.9705 -4.7155 -0.8 -1.6 0.9
C 0.3846 2.8861 -6.2058 -0.1 -0.2 -0.3
C -0.2609 1.8119 -6.8262 0.2 -0.1 -0.2
H -0.9372 1.1872 -6.2420 0.3 0.1 0.0
C -0.0068 1.5218 -8.1640 0.1 0.4 0.0
H -0.4855 0.6544 -8.6207 0.2 0.3 0.0
C 0.8603 2.3437 -8.9001 -0.2 0.2 0.3
H 1.0719 2.0985 -9.9467 0.0 0.2 0.4
C 1.4094 3.4939 -8.3024 0.0 -0.2 -0.6
H 2.0483 4.1562 -8.9011 -0.3 -0.3 0.3
C 1.1557 3.7790 -6.9661 -0.3 -0.4 0.5
H 1.5477 4.6670 -6.4640 0.1 -0.3 -0.3
H 0.6402 3.9664 -4.3205 -0.1 -0.6 0.4
C 3.0267 0.1288 -1.3523 0.5 -0.5 0.4
C 2.1715 0.2838 -0.1428 -1.6 -0.3 -0.2
H 4.0541 -0.1442 -1.0904 0.3 0.0 -0.3
H 3.0369 1.0627 -1.9208 0.0 0.0 0.1
H 2.6045 -0.6319 -2.0141 0.1 -0.1 -0.1
C 2.5301 0.3559 1.1344 0.7 -0.5 -0.1
C 3.8478 -0.0880 1.7068 0.6 0.5 -0.2
H 1.8314 0.7346 1.8629 -0.4 -0.4 0.2
H 4.6172 -0.1106 0.9267 0.0 0.0 0.2
H 3.8192 -1.0906 2.1546 -0.2 0.0 0.0
H 4.1749 0.5941 2.4932 0.2 0.0 0.1
Co 0.1846 0.0018 -0.6697 1.2 0.5 1.9
Cl -0.3385 -1.9523 -1.4202 -0.4 -1.4 -0.9
Cl 0.0733 2.0101 -1.3408 -0.5 2.0 -0.7
H -3.4839 0.4461 -3.6714 0.0 0.0 0.2
H -4.4640 -1.9709 -3.3418 0.1 0.1 0.0
C -2.7604 0.2129 -2.8767 0.1 0.1 -0.3
C -3.6774 -2.0782 -2.5855 -0.2 -0.2 0.4
N -3.3190 -0.7990 -2.0075 -0.3 -0.3 0.1
H -2.5351 1.1112 -2.2991 0.1 -0.2 -0.1
C -3.3345 -0.6759 -0.6645 0.8 1.1 0.7
O -2.8622 0.2658 -0.0096 -0.9 -1.2 -0.9
H -4.0654 -2.7069 -1.7626 0.2 0.1 -0.5
H -3.8275 -1.5470 -0.1732 0.2 0.3 -0.1
H -1.8379 -0.1357 -3.3622 -0.1 0.0 0.3
H -2.8153 -2.5879 -3.0332 0.0 0.2 0.1
H -1.2056 3.5007 4.3481 0.2 -0.1 -0.1
H -2.7343 4.7668 2.6296 0.1 0.0 -0.2
C -0.4551 3.4395 3.5453 -0.2 0.3 0.0
C -1.9068 4.6438 1.9145 0.2 -0.2 0.2
N -1.1077 3.4821 2.2501 0.1 0.2 0.3
H 0.1102 2.5101 3.6344 -0.1 0.1 -0.1
C -0.9428 2.4676 1.3690 0.3 -1.2 -0.1
O -0.2643 1.4634 1.5916 -1.0 1.2 0.1
H -2.3078 4.5025 0.9080 0.0 0.1 0.1
H -1.4826 2.6195 0.4153 0.2 -0.2 0.4
H 0.2233 4.2996 3.6532 -0.1 -0.2 0.0
H -1.2942 5.5576 1.9383 -0.1 -0.1 -0.1
C 0.7600 -2.6376 1.7786 -0.1 0.3 0.1
N -0.3041 -1.6117 1.8196 -0.1 -0.3 0.3
C -0.3067 -0.9449 3.1242 0.0 -0.1 0.1
N -0.4552 -1.8961 4.2625 -0.1 -0.4 -0.2
C 0.6512 -2.8757 4.1707 -0.5 0.1 -0.7
N 0.6287 -3.6212 2.8835 -0.4 0.0 0.2
C -0.7019 -4.2841 2.7375 0.3 1.0 0.0
N -1.8075 -3.2993 2.7530 0.1 0.0 0.5
C -1.5993 -2.2893 1.6842 0.3 -0.1 0.3
C -1.7484 -2.6096 4.0734 0.7 0.0 -0.8
H 1.7417 -2.1292 1.8351 -0.5 -0.3 0.0
H 0.6733 -3.1527 0.8114 0.1 0.1 0.3
H -1.1753 -0.2719 3.1463 0.4 0.0 0.0
H 0.6290 -0.3781 3.2400 -0.4 -0.2 0.0
H 0.5779 -3.5835 5.0055 0.0 0.1 -0.1
H 1.5991 -2.3200 4.2270 -0.2 -0.2 0.1
H -0.7165 -4.8104 1.7781 0.0 0.0 0.1
H -0.8622 -4.9832 3.5712 0.1 0.1 -0.2
H -2.3805 -1.5209 1.7591 0.1 -0.3 -0.1
H -1.6243 -2.7683 0.6988 -0.1 0.0 0.2
H -1.8781 -3.3709 4.8584 0.0 0.3 -0.1
H -2.5552 -1.8669 4.1045 0.1 -0.2 0.1

=====

70
Properties=species:S:1:pos:R:3:forces:R:3 method="wB97M-V/def2-TZVPD" charge=+4 orbital_gap_ev="3.87 / 3.88" e_lumo_ev="-15.572 / -15.557" multiplicity=1
Os 0.1092 0.0817 -0.0628 0.5 -0.3 -1.3
Cl 0.8914 1.0774 2.0611 0.0 0.0 0.1
C 2.1641 2.1779 1.5908 0.2 0.1 -0.5
C 2.6727 3.0530 2.4899 0.3 0.4 0.4
C 3.7144 3.9111 2.0625 -0.2 -0.2 0.0
C 4.2157 3.8634 0.7668 0.0 0.2 0.3
C 3.6898 2.9695 -0.1430 -0.3 -0.4 0.0
Cl 4.2888 2.9261 -1.7313 0.0 0.0 -0.1
C 2.6288 2.0932 0.2577 0.3 -0.1 0.0
S 2.0006 0.9850 -0.8718 -1.9 -0.1 0.4
H 2.3132 3.0858 3.5121 0.0 0.1 0.0
H 4.1321 4.6178 2.7718 0.0 0.0 0.0
H 5.0181 4.5268 0.4630 -0.1 0.0 0.0
C 2.3639 -6.4510 2.1169 -0.2 0.0 0.0
C 1.7039 -5.0827 1.9472 0.3 0.2 0.0
C 0.9942 -4.9337 0.6083 -0.1 -0.8 0.0
C 0.2681 -3.6237 0.3929 -0.3 1.3 -0.1
Ge 1.5295 -2.1006 0.0586 0.7 -2.0 0.3
C 2.7257 -2.4518 -1.5153 -0.7 1.1 -0.1
C 3.7651 -3.4569 -1.0972 0.9 0.1 -0.1
C 4.9145 -3.4551 -2.1617 -0.4 -0.3 0.3
C 5.9639 -4.5083 -1.8180 0.2 0.2 -0.2
H 3.0592 -6.4489 2.9522 0.1 0.0 0.0
H 2.8872 -6.7729 1.2142 0.1 0.1 0.1
H 1.6267 -7.2183 2.3425 -0.1 0.0 -0.1
H 2.4616 -4.2942 2.0501 0.1 0.0 -0.1
H 0.9993 -4.9061 2.7641 -0.1 0.0 0.0
H 0.2124 -5.7096 0.5258 0.2 0.1 0.1
H 1.6782 -5.1503 -0.2197 -0.1 0.0 0.1
H -0.3302 -3.3230 1.2606 0.0 -0.3 -0.1
H -0.3707 -3.6686 -0.4914 -0.1 -0.1 0.1
H 2.3960 -1.8040 1.2968 0.0 0.4 -0.1
H 3.1730 -1.4837 -1.7813 0.1 -0.2 0.0
H 2.1135 -2.7941 -2.3539 0.0 0.0 0.1
H 3.3452 -4.4566 -1.0199 0.0 0.0 -0.1
H 4.2053 -3.2067 -0.1257 0.0 0.0 0.0
H 5.3650 -2.4645 -2.2400 0.0 0.1 0.2
H 4.4762 -3.6587 -3.1391 -0.1 -0.1 -0.1
H 6.5861 -4.2164 -0.9747 -0.1 0.1 0.1
H 6.6408 -4.6149 -2.6686 -0.1 -0.2 0.0
H 5.5250 -5.4778 -1.5828 0.0 0.0 -0.2
N -1.6034 -0.9206 1.7791 0.4 0.1 0.0
N -1.7792 0.3015 1.0753 0.1 0.4 -0.5
H -2.4950 -1.3848 1.9356 -0.1 -0.2 -0.1
H -1.1889 -0.7386 2.6874 0.0 0.0 0.1
H -1.9067 1.1044 1.6843 0.0 0.3 0.1
H -2.6110 0.2504 0.4968 -0.2 0.0 -0.1
C -1.6328 1.9696 -5.4071 0.1 0.0 -0.1
N -0.7392 2.1487 -4.2060 -0.2 -0.3 0.1
C -1.5020 2.7715 -3.0769 0.0 0.0 0.1
C 0.0218 0.8874 -3.7923 -0.2 0.1 0.1
C -0.8108 -0.2074 -3.1474 -0.2 0.2 -0.4
C -1.5521 -0.9834 -4.0116 0.2 0.0 0.0
C -2.4156 -2.0065 -3.5691 0.0 0.0 0.1
C -2.5259 -2.2865 -2.2119 0.0 -0.2 0.1
C -1.7614 -1.5601 -1.3282 -0.3 -0.2 -0.3
C -0.8497 -0.5216 -1.7343 0.5 0.6 1.5
H -2.0929 2.9244 -5.6442 0.0 0.1 0.1
H -2.4114 1.2512 -5.1779 0.0 0.0 0.1
H -1.0419 1.6383 -6.2591 0.1 0.0 0.1
H -0.0178 2.8117 -4.4923 0.1 0.1 0.0
H -2.3916 2.1764 -2.8829 0.0 0.0 -0.1
H -1.8000 3.7784 -3.3561 0.0 0.0 -0.1
H -0.8739 2.8101 -2.1895 0.1 0.0 0.0
H 0.8062 1.2192 -3.1240 0.1 0.1 0.0
H 0.4802 0.4990 -4.6996 0.0 0.0 -0.1
H -1.4681 -0.8143 -5.0799 0.0 -0.1 0.1
H -2.9990 -2.5703 -4.2903 0.0 0.1 0.0
H -3.1866 -3.0703 -1.8598 0.0 0.0 0.0
H -1.8384 -1.8228 -0.2783 0.1 0.0 -0.1

=====

67
Properties=species:S:1:pos:R:3:forces:R:3 method="wB97M-V/def2-TZVPD" charge=+1 orbital_gap_ev=8.91 e_lumo_ev=-1.961 multiplicity=1 smiles=COc1ccccc1COC[C@@H](O)CNCC1([NH+]2CCCCC2)CCCCC1
C 4.2573 -1.3158 1.9673 0.2 0.1 0.1
O 3.1173 -1.9435 1.4243 -0.2 -0.3 -0.2
C 3.2967 -3.0712 0.6637 -0.2 -0.1 -0.1
C 4.5390 -3.5618 0.2798 0.1 0.3 0.2
C 4.6275 -4.6950 -0.5105 -0.1 0.0 0.0
C 3.4855 -5.3534 -0.9276 0.0 -0.1 -0.1
C 2.2476 -4.8745 -0.5392 0.1 0.1 0.1
C 2.1362 -3.7441 0.2559 -0.1 0.3 0.1
C 0.7727 -3.2442 0.6520 0.1 -0.1 0.4
O -0.0030 -2.7821 -0.4547 -0.2 0.0 -0.1
C 0.5881 -1.8223 -1.3031 -0.1 0.3 -0.4
C 0.0550 -0.4121 -0.9568 0.6 -0.1 0.1
O -1.2719 -0.5396 -0.4855 -0.2 -0.3 0.0
C 0.9338 0.2959 0.0925 -0.3 -0.2 -0.2
N 0.2026 1.3697 0.7501 0.5 0.1 0.2
C 0.0359 2.6149 0.0102 -0.1 0.0 0.1
C -1.4486 2.9000 -0.4078 0.0 0.4 -0.3
N -2.2994 1.8950 0.3474 0.3 -0.3 -0.1
C -2.4024 2.1881 1.7963 0.1 -0.1 0.7
C -2.9028 0.9603 2.5442 -0.2 0.2 0.0
C -4.2969 0.5951 2.0500 0.2 -0.2 -0.1
C -4.2490 0.3928 0.5412 -0.1 0.2 0.2
C -3.6548 1.6045 -0.1714 -0.6 -0.3 -0.4
C -1.6449 2.7193 -1.9214 0.2 0.0 0.0
C -0.8507 3.7359 -2.7444 -0.2 0.1 0.0
C -1.2782 5.1492 -2.3699 0.3 0.0 0.1
C -1.0786 5.3699 -0.8765 -0.3 0.0 -0.1
C -1.8523 4.3375 -0.0513 0.2 0.0 0.0
H 4.8388 -2.0060 2.5837 0.0 0.0 0.0
H 3.8792 -0.5089 2.5937 0.1 0.0 0.0
H 4.8962 -0.8960 1.1844 0.0 0.0 0.0
H 5.4457 -3.0667 0.5877 0.1 0.1 0.0
H 5.6010 -5.0603 -0.7990 0.1 0.0 0.0
H 3.5577 -6.2350 -1.5442 0.0 -0.1 -0.1
H 1.3444 -5.3767 -0.8519 -0.1 -0.1 0.0
H 0.8684 -2.4643 1.4153 -0.1 -0.2 -0.1
H 0.1756 -4.0651 1.0587 0.1 0.1 0.0
H 0.2737 -2.0853 -2.3175 0.1 0.0 0.1
H 1.6789 -1.8505 -1.2532 0.0 0.0 0.0
H 0.0225 0.1922 -1.8703 0.0 -0.1 0.1
H -1.3287 -1.4617 -0.1648 -0.1 0.1 0.0
H 1.8524 0.6417 -0.4032 0.0 0.0 0.0
H 1.2187 -0.4175 0.8656 0.1 0.0 0.0
H 0.6376 1.5473 1.6457 -0.1 0.0 -0.1
H 0.3840 3.4515 0.6199 0.0 0.0 0.0
H 0.6533 2.5951 -0.8907 0.0 0.1 0.0
H -1.7490 0.9987 0.2612 -0.3 0.3 0.2
H -1.4251 2.4820 2.1711 -0.1 0.1 -0.1
H -3.1051 3.0114 1.9377 0.1 0.0 -0.1
H -2.9215 1.1771 3.6119 0.1 0.0 0.0
H -2.2160 0.1284 2.3804 0.1 0.0 0.0
H -4.6475 -0.3135 2.5370 -0.1 0.0 0.0
H -4.9965 1.3954 2.2978 -0.1 0.0 0.0
H -5.2516 0.2208 0.1501 0.0 0.0 -0.1
H -3.6437 -0.4828 0.3050 0.0 0.0 -0.1
H -3.5977 1.3695 -1.2312 0.1 0.1 0.1
H -4.2857 2.4843 -0.0262 0.1 0.0 -0.1
H -1.3793 1.7043 -2.2159 -0.1 -0.1 0.0
H -2.6917 2.8906 -2.1725 -0.1 -0.1 0.0
H -1.0471 3.5538 -3.8014 0.1 -0.1 0.0
H 0.2231 3.6262 -2.5904 0.1 0.0 -0.1
H -0.6950 5.8777 -2.9323 -0.1 0.1 -0.1
H -2.3295 5.2943 -2.6260 -0.1 0.0 0.0
H -0.0147 5.3134 -0.6422 0.1 0.1 0.1
H -1.4234 6.3662 -0.5983 0.1 0.0 0.1
H -2.9176 4.4694 -0.2521 -0.1 0.0 0.1
H -1.6744 4.5425 1.0045 -0.1 -0.1 0.1

=====

71
Properties=species:S:1:pos:R:3:forces:R:3 method="wB97M-V/def2-TZVPD" s_squared=6.014 charge=+4 orbital_gap_ev="6.08 / 2.57" e_lumo_ev="-11.826 / -15.339" multiplicity=5
P -1.3998 3.3283 1.6904 -0.3 3.0 4.0
C -0.0850 4.5858 2.0213 0.6 -0.6 -1.3
H -0.5204 5.5885 2.1156 0.0 -0.3 -0.3
H 0.5884 4.5349 1.1532 0.2 0.5 0.4
H 0.4717 4.3192 2.9294 -0.2 -0.1 -0.3
C -2.9255 4.3637 1.7548 -0.5 -1.1 -1.7
H -3.7843 3.6914 1.9085 0.1 0.4 0.0
H -3.0041 4.8200 0.7559 -0.3 0.2 0.4
H -2.8787 5.1439 2.5296 0.4 -0.4 -0.1
C -1.4143 2.5125 3.3599 0.4 -1.4 -0.9
H -2.0414 3.0608 4.0758 0.0 0.1 -0.4
H -0.3719 2.4667 3.7217 -0.6 -0.2 -0.1
H -1.8167 1.4943 3.2245 0.1 0.3 0.5
P 0.5103 -3.5087 1.5313 0.8 -1.8 0.5
C 2.2059 -2.8797 1.3854 -0.2 0.4 0.1
H 2.9016 -3.7072 1.1969 -0.2 0.1 0.1
H 2.4868 -2.3602 2.3052 0.1 -0.1 -0.1
H 2.2527 -2.1595 0.5641 0.1 -0.1 0.1
C 0.3483 -4.3755 3.1390 -0.1 0.6 -0.2
H -0.6657 -4.8009 3.2082 0.5 0.0 0.1
H 0.4806 -3.6367 3.9377 0.0 -0.3 0.0
H 1.1176 -5.1614 3.2072 -0.3 0.2 0.1
C 0.4242 -4.9066 0.3600 -0.3 0.5 -0.3
H 1.1072 -5.6950 0.7037 -0.2 0.2 -0.1
H 0.7186 -4.5578 -0.6340 0.0 -0.3 0.2
H -0.5990 -5.2937 0.3148 0.2 -0.1 0.0
P -0.7364 -0.5533 -3.3409 1.6 -0.5 -0.8
C 0.7973 -0.1847 -4.1931 0.3 0.4 -0.6
H 0.6333 -0.1198 -5.2797 0.0 0.1 0.2
H 1.5357 -0.9810 -3.9996 -0.4 0.2 -0.1
H 1.2178 0.7689 -3.8396 -0.2 -0.2 -0.1
C -1.8321 -1.6298 -4.2616 0.0 -0.3 0.3
H -2.1881 -1.1022 -5.1575 0.1 -0.1 0.2
H -2.6967 -1.8895 -3.6345 0.2 0.0 -0.3
H -1.2975 -2.5445 -4.5526 -0.1 0.2 0.0
C -1.6212 0.8957 -2.7776 0.0 0.0 0.6
H -1.9331 1.4970 -3.6463 0.2 -0.3 0.1
H -0.9807 1.5047 -2.1258 -0.1 -0.1 -0.2
H -2.5158 0.5799 -2.2241 0.2 0.2 -0.2
Pt -1.4233 -1.8155 1.4481 3.4 -1.4 -0.9
C -0.2073 -0.5285 2.0343 5.1 5.4 2.0
O 0.6140 0.2302 2.3581 -3.1 -3.1 -1.0
C -0.1640 -1.5796 -1.9081 -1.2 -0.2 1.6
O 0.6518 -2.2571 -1.3932 -0.3 0.9 -1.4
C -2.7863 -3.0749 0.1626 -0.7 -2.0 -0.5
C -3.0816 -1.7481 -0.1872 -0.8 0.0 -0.6
C -3.4098 -0.8368 0.8067 -1.6 1.4 -0.4
C -3.3578 -1.2065 2.1604 -1.6 0.7 0.3
C -3.2104 -2.5657 2.5105 0.3 -0.2 1.2
C -2.8490 -3.4859 1.5182 -0.5 -1.2 -1.1
H -2.5259 -3.8023 -0.6202 0.0 0.4 0.5
H -3.0977 -1.4514 -1.2403 0.2 -0.1 0.5
H -3.6608 0.1782 0.5120 0.1 -0.1 0.2
H -3.4391 -0.4506 2.9277 -0.4 -0.1 0.1
H -3.1572 -2.8871 3.5483 -0.2 0.2 -0.1
H -2.4958 -4.4717 1.8208 -0.5 0.0 -0.2
N 5.0586 3.9723 -3.0165 -0.5 -0.2 0.8
C 4.3490 4.1324 -1.8507 0.8 1.4 -0.7
O 4.1818 5.2283 -1.3289 -0.2 -1.4 -0.2
C 3.7256 2.8861 -1.2861 -0.6 -0.6 0.5
C 3.6440 1.6637 -1.9696 -0.3 -0.3 0.5
C 2.9761 0.5830 -1.3630 0.2 0.7 0.0
N 2.3894 0.6580 -0.1585 -0.1 0.1 -0.1
C 2.4870 1.8231 0.5035 0.4 0.4 -0.8
C 3.1297 2.9575 -0.0165 -0.2 -0.6 0.1
H 5.5547 4.7881 -3.3385 0.1 0.1 -0.1
H 5.4250 3.0749 -3.2956 0.0 0.2 0.1
H 4.0741 1.5209 -2.9598 -0.1 0.1 0.3
H 2.9208 -0.3816 -1.8745 0.1 0.2 0.1
H 2.0404 1.8656 1.4955 0.1 0.0 -0.2
H 3.1546 3.8728 0.5730 0.2 -0.1 -0.3

=====

no.,DFT total energy (Eh)
1,-3757.2309
2,-4548.5324
3,-1234.8185
4,-2376.7303